No. 1
ORCA calculation (the ωB97M-V functional and the def2-TZVPD basis) on a molecular structure, C4H11Ag2BrNO at a distorted geometry.

XYZ file:
```
20
Properties=species:S:1:pos:R:3:forces:R:3
Ag -3.90119 -4.07321 -1.90831 0.5535 0.5727 0.7512
Ag -4.98116 -0.83785 -0.49570 0.8992 -0.4392 0.2705
Br -2.80967 -2.39179 -0.02281 -1.4181 -0.1259 -1.0123
C 2.62924 0.32496 0.83602 0.9020 0.2839 0.0292
C 1.11559 0.28861 0.64862 1.4507 0.1050 0.1687
C 0.80315 0.51671 -0.81365 -0.6952 -0.0765 -0.5499
O -0.60432 0.38667 -1.07993 0.2223 0.0544 -0.0495
C -1.37367 1.35214 -0.41606 -0.6347 0.0843 0.2986
N 0.58622 -0.98369 1.16019 -0.2084 0.2604 -0.4649
H 3.07871 1.24939 0.45510 -0.3247 0.0093 -0.1319
H 3.18314 -0.47742 0.33627 -0.3333 -0.1549 -0.0167
H 2.92742 0.31863 1.88609 -0.2894 -0.2498 0.0486
H 0.81452 1.15885 1.24176 -0.7253 -0.3085 0.0277
H 1.27653 -0.24040 -1.44427 -0.0097 -0.1086 0.1700
H 1.14097 1.48607 -1.20149 0.0412 0.0860 0.3516
H -1.46517 1.16763 0.66303 0.2527 0.0040 -0.0321
H -2.39655 1.29920 -0.80486 0.0939 -0.0427 -0.2089
H -1.02854 2.38174 -0.56474 0.1820 -0.1042 -0.0671
H 1.25096 -1.71064 0.90691 0.0384 0.0254 0.1892
H -0.24618 -1.21558 0.61782 0.0029 0.1249 0.2281
```
Forces are in eV/Å.

Charge = +1
DFT total energy = -85896.837 eV
Gap between HOMO and LUMO = 5.6 eV
E_HOMO = -11.6 eV


No. 2
ORCA calculation (the ωB97M-V functional and the def2-TZVPD basis) on a molecular structure, C35H46N7O4S5W.

XYZ file:
```
98
Properties=species:S:1:pos:R:3:forces:R:3
W -0.55161 0.44252 1.16043 -0.0945 -0.2122 -0.1992
S 2.65299 3.73057 1.81206 -0.0005 -0.0049 0.0023
C 3.17829 2.76467 0.50374 -0.0165 0.0077 -0.0194
C 2.31036 1.75367 0.21482 0.0122 -0.0012 0.0360
C 1.17175 1.72958 1.07235 -0.0148 0.1407 -0.0546
C 1.24895 2.75322 1.98396 -0.0324 -0.0036 -0.0013
C 0.14309 2.99295 2.87588 0.0029 -0.0011 0.0230
C 0.14799 3.94562 3.89527 -0.0094 -0.0053 -0.0135
C -0.96142 4.09276 4.69702 0.0103 -0.0070 0.0137
C -2.06235 3.27395 4.47001 -0.0096 -0.0155 -0.0183
C -2.00322 2.35062 3.44992 -0.0052 -0.0323 0.0260
N -0.93529 2.19927 2.64439 0.0170 0.0004 -0.0685
H 4.10802 2.99752 0.00890 0.0087 0.0037 -0.0009
H 2.47344 1.05948 -0.59611 -0.0116 -0.0063 0.0058
H 1.03169 4.55113 4.04336 0.0028 0.0041 0.0038
H -0.97042 4.82398 5.49404 -0.0014 0.0121 -0.0036
H -2.95577 3.34187 5.07371 0.0019 0.0064 0.0008
H -2.83919 1.69631 3.24992 0.0098 0.0489 -0.0042
S -1.60325 -1.33272 -1.84606 -0.1186 0.0469 -0.1190
C -1.15901 0.29411 -1.90556 0.3370 -0.1378 -0.0268
N -0.92532 1.14596 -0.90087 -0.0932 0.0969 0.0561
C -0.74134 2.45934 -1.36152 -0.0769 -0.0062 -0.0780
C -0.62871 3.60947 -0.58347 -0.0394 0.0000 0.0959
C -0.45715 4.83480 -1.20148 -0.0012 0.0047 -0.0306
C -0.41409 4.94126 -2.59235 0.0121 -0.0331 0.0196
C -0.56193 3.81322 -3.37937 -0.0030 0.0137 0.0124
C -0.73412 2.58401 -2.75376 0.0824 0.0136 -0.0029
S -0.98090 1.02678 -3.47939 -0.1303 0.0627 0.0357
H -0.69132 3.54960 0.49407 0.0208 -0.0045 -0.0723
H -0.35665 5.72480 -0.59332 0.0001 0.0016 -0.0009
H -0.26822 5.90666 -3.05691 -0.0091 0.0059 -0.0041
H -0.54287 3.88312 -4.45884 -0.0027 0.0018 -0.0062
N 0.41474 -0.21081 3.07969 0.1511 -0.0330 -0.0430
C -0.27364 -0.36451 4.38673 -0.0216 -0.0075 0.0258
C -1.63113 -1.03977 4.29586 0.0093 0.0461 -0.0263
C -1.62483 -2.43542 3.65942 -0.0180 -0.0337 -0.0095
C -2.10444 -2.45730 2.21705 -0.0055 -0.0269 0.0183
N -1.17031 -1.77565 1.29873 -0.0437 0.1185 0.0810
H 0.89605 -1.07795 2.80026 -0.0631 -0.0164 0.0359
H 1.18448 0.44424 3.20880 -0.0168 -0.0036 0.0171
H -0.38641 0.62970 4.82353 -0.0065 -0.0215 -0.0183
H 0.37762 -0.93367 5.05523 -0.0117 -0.0023 -0.0123
H -2.33277 -0.39759 3.75153 0.0426 -0.0284 0.0144
H -2.01426 -1.10130 5.31608 0.0010 0.0045 0.0057
H -2.28437 -3.09485 4.22470 -0.0016 0.0008 0.0071
H -0.62790 -2.88511 3.72741 0.0054 -0.0030 -0.0119
H -3.08212 -1.98283 2.13665 -0.0024 -0.0093 0.0137
H -2.22239 -3.49041 1.88076 0.0062 0.0033 0.0321
H -1.48191 -1.88759 0.32377 -0.0101 -0.0042 0.0057
H -0.27326 -2.25392 1.36189 -0.0060 -0.0275 0.0380
C -5.15509 0.31344 -3.31248 0.0124 -0.0104 -0.0162
C -4.61574 1.46883 -2.49096 0.0072 0.0397 -0.0035
N -3.99034 0.92706 -1.27996 -0.0085 -0.0861 -0.0031
C -3.66522 1.49445 -0.14109 0.1103 0.0027 0.0688
S -3.10311 0.42003 1.13838 -0.0551 -0.0072 0.0081
N -3.77766 2.78314 0.14863 0.0128 0.0487 -0.0371
C -4.01993 3.94186 -0.71842 -0.0321 -0.0253 0.0001
C -5.43843 4.46997 -0.60103 -0.0197 0.0226 -0.0014
H -5.59674 0.68840 -4.23407 -0.0049 -0.0009 0.0016
H -5.91814 -0.23628 -2.76146 -0.0015 0.0018 -0.0007
H -4.34966 -0.37436 -3.57680 0.0011 0.0008 0.0017
H -5.41764 2.14759 -2.20242 0.0153 -0.0107 -0.0092
H -3.87541 2.02356 -3.07129 -0.0070 0.0008 0.0007
H -3.65496 -0.03437 -1.36056 -0.0393 0.0277 0.0100
H -3.57888 2.99191 1.11328 0.0370 0.0036 0.0479
H -3.76246 3.67741 -1.73867 0.0163 -0.0075 -0.0228
H -3.29877 4.70198 -0.41816 -0.0134 -0.0016 0.0074
H -6.17284 3.72798 -0.91572 0.0067 0.0122 0.0059
H -5.55671 5.35624 -1.22368 -0.0070 0.0037 -0.0069
H -5.66643 4.75016 0.42810 0.0051 -0.0024 0.0000
C 2.64204 -10.02074 -0.91714 -0.0056 -0.0081 0.0053
C 3.30808 -8.67667 -1.00497 0.0002 0.0070 -0.0145
C 3.69353 -8.15526 -2.23914 -0.0076 -0.0132 0.0230
C 4.34477 -6.93783 -2.32658 0.0107 -0.0011 -0.0145
C 4.61172 -6.22468 -1.16524 -0.0041 -0.0067 -0.0105
C 4.23857 -6.72208 0.07443 -0.0020 -0.0017 -0.0045
C 3.58769 -7.94412 0.14495 0.0041 0.0104 0.0044
S 5.40884 -4.65365 -1.27856 0.0066 -0.0102 -0.0181
O 6.21342 -4.64636 -2.46159 0.0123 -0.0079 0.0260
O 5.93492 -4.34632 0.01701 0.0117 0.0196 -0.0168
N 4.21673 -3.55877 -1.56910 0.0042 -0.0040 -0.0013
C 3.18624 -3.34658 -0.56179 -0.0012 -0.0009 0.0100
C 2.58540 -1.96197 -0.74203 0.0483 -0.0167 0.0272
C 1.67808 -1.56432 0.39167 -0.1992 0.0857 -0.2905
O 0.78866 -0.67187 0.05741 0.1915 0.0970 0.3069
O 1.76641 -2.05980 1.51185 0.0531 -0.1389 0.1485
H 2.05500 -10.23104 -1.81021 -0.0027 0.0011 -0.0027
H 1.98608 -10.08184 -0.04969 -0.0027 -0.0007 0.0036
H 3.38974 -10.81043 -0.82111 0.0047 -0.0032 -0.0009
H 3.49097 -8.71876 -3.14154 -0.0014 -0.0021 -0.0078
H 4.66813 -6.54993 -3.28350 0.0062 0.0097 -0.0015
H 4.47965 -6.16386 0.96871 -0.0002 0.0001 0.0116
H 3.30317 -8.34159 1.11158 -0.0039 -0.0013 0.0059
H 3.89604 -3.62031 -2.52716 -0.0030 0.0063 -0.0058
H 3.65964 -3.40994 0.41672 0.0033 0.0014 -0.0276
H 2.40761 -4.11639 -0.60763 -0.0184 0.0124 0.0222
H 2.02295 -1.86260 -1.67203 0.0207 -0.0307 -0.0200
H 3.40090 -1.23304 -0.78020 -0.0179 0.0277 0.0106
```
Forces are in eV/Å.

Charge = +1
DFT total energy = -111663.376 eV
Gap between HOMO and LUMO (spin up / spin down) = 7.2 / 6.9 eV
Energy relative to the best compared isomer or geometry (same formula, charge and spin) = 6.4 kJ/mol
Spin multiplicity = 3
E_HOMO (spin up / spin down) = -10.2 / -10.3 eV
Expectation value of S² = 2.015


No. 3
ORCA calculation (the ωB97M-V functional and the def2-TZVPD basis) on 18 unconnected molecules or ions with the total composition C37H69Cl34O3P at a distorted geometry.

XYZ file:
```
144
Properties=species:S:1:pos:R:3:forces:R:3
C 3.14696 0.97691 0.98750 -0.0977 -0.4427 -0.0600
C 3.30212 1.20790 -0.50807 0.1536 0.0520 0.1245
C 4.52300 0.51549 -1.10598 0.1416 0.1321 0.1404
C 4.57740 -0.99991 -0.94678 -0.1991 -0.0154 -0.1499
C 3.49777 -1.73740 -1.73830 0.2864 -0.0131 -0.2480
C 3.49710 -3.25270 -1.52751 -0.2635 0.0739 0.3526
C 2.77596 -3.82665 -0.27380 0.1894 0.2758 -0.1743
C 2.16195 -2.83351 0.70125 -0.0201 -0.1181 0.2631
C 1.25482 -3.50873 1.72585 -0.0946 -0.1667 -0.1783
C -0.09570 -3.97954 1.14332 0.1909 0.1228 0.4657
C -1.32821 -3.56340 1.96439 0.0655 0.3582 -0.0685
C -2.21027 -2.51528 1.27549 -0.0103 -0.2169 0.0977
C -1.98875 -1.06800 1.76101 -0.4796 -0.3872 -0.2667
C -2.55738 -0.14073 0.75736 0.2688 0.2424 0.1405
C -2.16227 0.14296 -0.48737 0.0184 -0.2239 -0.0952
P -0.63674 -0.47691 -1.24188 0.8903 -0.2564 0.3906
C -0.16678 0.92760 -2.30252 -0.3658 0.2998 -0.0121
C -1.18010 -1.78048 -2.42629 0.0872 0.5069 -0.1330
C -0.12166 -1.96311 -3.52494 -0.0325 -0.2522 0.1852
C -3.17766 1.04130 -1.07769 -0.0364 0.2585 -0.2166
O -3.27646 1.48378 -2.18166 -0.0222 0.0020 0.1131
O -4.11939 1.33567 -0.10510 -0.2217 0.2758 -0.0136
C -3.78465 0.64841 1.03954 -0.3913 -0.1265 -0.0480
O -4.43781 0.71439 2.03329 0.1116 0.0545 0.0023
H 4.09089 1.11102 1.51706 0.0367 0.1589 0.0443
H 2.39025 1.63592 1.39729 0.0871 0.0737 0.1829
H 2.80804 -0.03870 1.18498 0.0246 -0.1450 0.0438
H 2.39043 0.89106 -1.01544 -0.0940 -0.0210 -0.0879
H 3.39779 2.28123 -0.67653 0.0061 0.0527 -0.1414
H 4.60674 0.78436 -2.16214 -0.0352 -0.0872 -0.1086
H 5.40861 0.93990 -0.62304 0.0579 0.0278 0.0108
H 5.54280 -1.34749 -1.32368 0.0801 -0.0723 0.0959
H 4.53391 -1.27115 0.10856 -0.0040 0.0055 0.0961
H 3.74152 -1.57465 -2.79381 -0.1281 0.0868 -0.0903
H 2.51365 -1.29335 -1.58313 -0.0886 -0.0390 0.1241
H 4.54088 -3.56419 -1.50506 0.0698 -0.1077 -0.0878
H 3.05502 -3.71997 -2.40673 0.0181 -0.0459 -0.0826
H 3.49886 -4.41244 0.29529 -0.0776 -0.2553 0.0046
H 1.99623 -4.51144 -0.60893 -0.0280 -0.0848 0.0184
H 2.96113 -2.34648 1.26039 0.0767 0.2537 -0.1197
H 1.57449 -2.07302 0.18617 0.0624 0.1487 -0.0349
H 1.08354 -2.81442 2.54940 -0.0547 0.0474 0.0691
H 1.78018 -4.37130 2.14456 0.0500 0.0183 0.1520
H -0.18532 -3.58324 0.12900 -0.0628 -0.1062 -0.1198
H -0.09115 -5.06376 1.08348 -0.0010 0.0023 -0.1832
H -1.92119 -4.43857 2.21103 -0.1035 -0.0526 -0.0689
H -0.99623 -3.14699 2.91800 -0.0145 -0.0979 0.1669
H -3.25884 -2.76744 1.44486 -0.1092 0.0936 -0.0715
H -2.06179 -2.56277 0.19762 0.0234 -0.0639 -0.0419
H -2.57088 -0.94869 2.66748 0.2949 0.1810 0.2587
H -0.93475 -0.86282 1.94447 0.0768 0.0332 -0.0478
H 0.64812 0.64674 -2.96111 0.0648 -0.0880 -0.0411
H -1.00314 1.31051 -2.88032 0.0171 -0.0233 -0.1869
H 0.19606 1.73106 -1.66344 0.0509 0.0624 0.1101
H -2.14735 -1.52488 -2.85234 -0.0943 -0.1543 -0.0689
H -1.27111 -2.69165 -1.84181 -0.1675 -0.0675 -0.0038
H -0.43374 -1.49119 -4.45218 0.0889 0.1145 -0.0650
H 0.85076 -1.56129 -3.23907 0.0524 0.0425 -0.0230
H 0.03474 -3.02409 -3.71023 -0.0464 -0.0711 -0.1521
C -2.13214 -7.54887 3.85014 0.0520 0.0634 -0.0018
Cl -2.95610 -7.29656 2.29656 0.0331 -0.0433 -0.0303
Cl -1.23597 -6.11830 4.35894 -0.0148 0.0069 0.0057
H -2.86938 -7.76721 4.60986 -0.0747 -0.0005 -0.1181
H -1.43898 -8.37372 3.73181 0.0385 0.0426 -0.0467
C 1.73945 4.90557 1.49840 -0.1230 0.1357 0.1001
Cl 3.49346 5.10577 1.38695 -0.0121 -0.0137 -0.0791
Cl 1.12925 3.62574 0.44611 0.0544 0.0789 -0.1260
H 1.49293 4.64995 2.52059 0.0158 -0.0141 0.0022
H 1.26778 5.83841 1.21190 0.0269 0.0033 -0.0412
C -4.78796 -8.66671 7.12889 -0.0252 0.0395 0.0263
Cl -3.02164 -8.58593 7.05712 0.0226 -0.0230 0.1377
Cl -5.44617 -9.85168 5.99601 -0.0047 0.0046 -0.0093
H -5.07525 -8.95029 8.13364 0.0134 -0.0418 -0.0025
H -5.18338 -7.69118 6.87339 0.0093 0.0016 -0.0267
C 3.07922 6.90910 4.70082 0.0428 0.0606 -0.1093
Cl 1.74045 7.88266 4.08116 0.1067 0.0954 -0.0134
Cl 2.64244 5.20013 4.83383 0.0380 -0.0751 0.2125
H 3.90925 6.99903 4.01023 0.0051 -0.0762 -0.0146
H 3.35083 7.26222 5.68811 -0.0682 0.0422 0.0066
C 1.86882 -7.92249 6.75601 0.0353 0.0154 0.0246
Cl 0.63601 -8.69256 5.74684 0.0408 -0.1489 0.0401
Cl 1.94506 -6.17558 6.51420 0.0005 -0.0010 -0.0010
H 1.62506 -8.11702 7.79301 -0.0326 0.0165 0.0005
H 2.82996 -8.34796 6.49570 0.0007 0.0096 -0.0338
C -2.49499 0.34208 5.94961 -0.0723 0.0292 -0.0171
Cl -2.22059 -1.25080 5.23242 0.0309 -0.0684 0.1988
Cl -1.57518 1.61427 5.13638 0.0075 0.0126 -0.0094
H -3.54901 0.57430 5.85872 -0.0007 0.0025 -0.0352
H -2.18923 0.30666 6.98782 0.0420 -0.0035 -0.0092
C 1.94546 1.78602 -5.80047 0.0190 0.0789 0.0189
Cl 2.75649 0.46667 -4.94316 -0.0002 -0.0051 0.0129
Cl 0.18827 1.73032 -5.61743 0.0146 -0.0575 -0.1249
H 2.29776 2.72540 -5.39189 -0.0020 -0.0051 0.0303
H 2.17973 1.70656 -6.85474 -0.0062 -0.0411 -0.0034
C -3.42154 5.10483 -0.39048 0.0365 -0.0159 -0.1429
Cl -3.58778 6.84761 -0.12806 -0.0019 -0.0624 -0.0039
Cl -1.75479 4.55316 -0.11198 -0.2962 0.0312 -0.0087
H -4.07321 4.58714 0.29904 -0.0267 -0.0435 0.0845
H -3.68085 4.87900 -1.42042 -0.0079 0.0668 0.1179
C 6.94377 -4.43061 -4.20925 0.0188 -0.0139 -0.0100
Cl 5.22271 -4.05849 -4.34144 0.0350 -0.0133 -0.1274
Cl 7.70173 -3.59504 -2.84658 0.0065 0.0005 0.0053
H 7.05167 -5.49734 -4.05699 -0.0109 -0.0021 0.0268
H 7.43685 -4.11506 -5.12025 -0.0050 0.0351 0.0036
C 7.32201 6.17336 4.81836 0.0180 -0.0355 0.0340
Cl 6.18869 5.26141 3.81652 0.0239 -0.0318 -0.0093
Cl 7.20923 7.91570 4.53284 -0.0075 0.0101 0.0111
H 7.08663 5.98371 5.85844 -0.0203 0.0094 0.0019
H 8.32832 5.84954 4.58356 0.0039 0.0263 -0.0414
C -1.95733 4.29807 -3.96141 -0.0008 -0.0570 -0.0073
Cl -0.92852 5.44929 -4.82143 0.0436 -0.0136 0.0761
Cl -3.65460 4.80643 -3.99867 -0.0367 0.0234 -0.0417
H -1.88472 3.33147 -4.44463 -0.0219 0.0057 -0.0562
H -1.63340 4.24514 -2.92861 -0.0072 0.0278 0.0209
C -3.89229 -5.12980 -1.95888 0.0207 -0.0317 0.0487
Cl -4.09047 -3.38162 -1.79948 -0.2324 -0.0216 -0.0140
Cl -2.23472 -5.63943 -1.60589 -0.0575 -0.0059 0.0127
H -4.55212 -5.61394 -1.24947 -0.0031 0.0102 0.0181
H -4.13603 -5.41188 -2.97559 0.0348 0.0161 -0.0196
C -1.99375 8.58260 -6.55836 -0.1157 -0.2065 0.0838
Cl -2.52965 10.22850 -6.18382 0.0333 0.0484 -0.0221
Cl -0.24887 8.38851 -6.40692 0.0884 0.1005 -0.0573
H -2.46899 7.90483 -5.85736 0.0018 0.0028 0.0146
H -2.28077 8.35351 -7.57705 0.0220 0.0458 -0.0220
C -3.26664 3.27465 -7.96727 -0.0670 0.0457 -0.0288
Cl -1.57032 3.76208 -8.04011 -0.0400 0.0261 -0.0483
Cl -3.60150 2.17953 -6.61924 0.0535 -0.0482 0.0016
H -3.87282 4.16273 -7.83433 0.0210 0.0150 0.0346
H -3.51676 2.76812 -8.89123 0.0130 -0.0389 0.0153
C 0.19045 -8.50552 0.23635 -0.0423 -0.1229 -0.0616
Cl 0.86689 -8.64816 1.86640 -0.0448 0.0532 0.0369
Cl 0.62259 -6.98116 -0.54044 0.1398 -0.1491 -0.0691
H 0.58847 -9.31493 -0.36319 0.0166 -0.0023 0.0067
H -0.88931 -8.56492 0.30734 -0.0113 0.0683 0.0420
C -5.75141 9.80500 -4.27061 0.0246 -0.0170 -0.0080
Cl -7.34633 10.50211 -4.58295 0.0057 -0.0053 0.0026
Cl -5.77621 8.03566 -4.26441 0.0231 -0.0196 0.0021
H -5.07575 10.11919 -5.05464 -0.0128 0.0475 -0.0165
H -5.41304 10.14398 -3.29949 -0.0193 -0.0152 0.0191
C -2.46929 6.18827 4.58226 -0.0399 -0.0420 -0.0350
Cl -2.87139 7.89148 4.84403 -0.0010 -0.0070 -0.0051
Cl -0.82652 5.80142 5.10497 -0.0945 -0.1074 -0.0041
H -3.16486 5.58254 5.14973 0.0079 0.0079 0.0309
H -2.54764 5.97945 3.52189 0.0210 0.0287 -0.0185
```
Forces are in eV/Å.

Charge = 0
DFT total energy = -480683.643 eV
Gap between HOMO and LUMO = 7.8 eV
E_HOMO = -8.4 eV